C51H135N8O17 | ωB97M-V/def2-TZVPD

Geometry as XYZ:
```
211
Properties=species:S:1:pos:R:3:forces:R:3:mulliken_charge:R:1
C 2.401392 -1.686648 0.228887 -0.7087 -0.4532 0.0139 -1.88
C 1.188295 -0.814969 0.706382 1.8443 -1.8135 -0.1840 -0.02
C 1.031983 0.376043 -0.182644 -0.1426 0.7713 -0.3951 -0.11
O -0.011792 -1.528180 0.882244 1.1797 0.8802 -0.3471 -0.78
H 3.332358 -1.180014 -0.025553 -0.3213 0.6816 0.1899 0.62
H 2.089944 -2.197809 -0.682047 -0.0702 -0.1914 -0.1045 0.35
H 2.713968 -2.443355 0.948477 -0.3434 -0.0230 0.1152 0.26
H 1.413416 -0.508704 1.727968 0.0312 0.4738 0.5971 0.04
H 0.881371 0.006489 -1.196959 -0.8986 0.1319 -0.0320 0.11
H 1.947095 0.945738 -0.344228 0.3025 -0.1605 0.7336 0.70
H 0.290144 1.049948 0.245859 -0.2804 -0.0003 -0.6633 -0.50
C -4.670630 4.014454 3.168718 0.7080 0.9714 -0.0909 -0.47
O -3.238906 4.278336 3.184364 0.9522 -0.5085 0.3759 -0.09
C -2.834106 5.627342 2.993991 -0.2295 1.1161 -0.0026 -0.76
C -1.318160 5.902902 3.187227 -0.3984 -2.2624 -1.7404 0.24
N -0.789770 5.169889 4.372304 0.9578 1.0580 -0.6855 0.03
H -1.258657 5.653452 5.124910 0.5678 0.4246 1.1423 0.45
H -1.159840 4.236968 4.485478 -0.2988 -0.5269 -0.6706 0.08
C 0.752477 5.121090 4.502492 0.3048 -0.4679 0.2937 -1.12
C 1.607888 4.074863 3.594746 -2.4102 2.3193 1.5343 0.14
O 1.536017 4.494719 2.253528 0.7417 -1.6780 -0.1639 -0.26
C 2.447293 3.683390 1.396183 -1.5754 1.1537 0.7148 0.51
H -4.842491 2.939618 3.111361 0.3622 0.0500 0.0782 -0.21
H -5.077859 4.497355 2.280419 -0.3152 0.0320 0.0605 0.36
H -5.125895 4.413117 4.075308 -0.1360 0.0246 -0.1031 0.41
H -3.363847 6.341263 3.624688 -0.4815 -0.2257 0.2082 0.54
H -3.023939 5.917169 1.960521 -0.2222 0.2139 -0.1330 0.48
H -1.002316 6.946073 3.175046 -0.4574 0.0245 0.5612 0.46
H -0.825637 5.462725 2.320182 0.2931 -0.0757 0.1293 -0.47
H 0.808644 4.961688 5.579309 0.7920 -0.6269 -0.0644 0.52
H 1.232206 6.091430 4.374357 -0.7095 0.2978 -0.3849 0.41
H 1.151204 3.098342 3.755863 0.3749 -0.4815 -0.1275 -0.03
H 2.586314 4.201793 4.058063 0.2774 -0.4557 -0.2135 0.45
H 3.390102 4.230262 1.408109 0.0593 -0.4140 -0.6037 0.50
H 1.877949 3.603349 0.470155 0.6676 0.5528 -0.4098 -0.67
H 2.534522 2.637675 1.691096 0.1587 0.0658 0.7475 -0.16
C 5.043386 0.705817 2.545370 -0.0970 0.2216 -0.9964 -0.45
O 5.110239 -0.709862 2.320553 -0.6674 -0.2491 0.0667 0.00
C 6.377312 -1.341844 2.498253 1.2126 0.8809 1.6239 -0.90
C 6.733061 -1.377704 4.019120 -0.8813 0.1529 -0.9796 -0.63
N 5.511555 -2.047038 4.718829 2.1542 1.2757 1.3056 -0.06
H 4.672818 -1.492978 4.620664 -0.0977 0.1237 -0.9091 0.25
H 5.434029 -2.940164 4.253625 -0.3933 -0.4703 0.1549 0.33
C 5.589885 -2.150365 6.256719 1.3097 -0.1071 0.1725 -0.71
C 5.998906 -0.839489 6.923685 1.0950 1.1313 1.3412 -0.53
O 7.382926 -0.400479 6.785924 -1.5123 -1.8439 -1.4207 -0.34
C 7.719462 0.767496 7.549248 -0.2717 -0.2912 -0.7004 -0.68
H 4.198301 1.109500 1.987720 -0.4452 -0.5212 -0.1370 -0.26
H 5.850538 1.254945 2.060557 0.6062 -0.2368 0.4513 0.43
H 4.866073 1.049960 3.564305 0.5059 -0.4255 0.3361 0.34
H 7.138323 -0.709028 2.041622 0.2126 -0.2346 -0.2282 0.41
H 6.469871 -2.353355 2.102804 -0.8014 0.1497 -0.4868 0.46
H 6.926370 -0.340404 4.292474 -0.5752 -0.2181 0.8703 0.29
H 7.630966 -1.929065 4.298169 -0.1641 -0.2260 -0.1886 0.59
H 6.318171 -2.873722 6.623386 0.1958 -0.3179 -0.7930 0.35
H 4.617011 -2.556240 6.533986 -0.0470 0.5066 0.3754 0.42
H 5.918941 -0.964455 8.003537 -0.6948 -0.5248 0.1416 0.54
H 5.324364 -0.012295 6.702654 -0.2249 0.2698 -0.4315 0.34
H 8.504227 1.209641 6.935441 0.0023 0.3236 0.4997 0.26
H 8.075065 0.513238 8.547753 -0.1058 0.0317 -0.0311 0.29
H 6.823366 1.387924 7.562638 0.2214 0.4610 0.3271 0.32
C -1.474903 -4.999072 4.529652 0.0622 -0.7333 0.6205 -0.52
O -1.065328 -3.642136 4.765664 -3.3217 -0.2221 -0.0673 -0.46
C 0.153468 -3.329616 4.292831 1.6338 -1.0976 0.5784 -0.03
C 0.363237 -1.865580 4.470248 0.0523 0.5852 -1.3516 -0.78
N -0.725033 -1.207833 3.619254 -0.3575 1.6949 1.8829 1.43
H -0.603635 -1.233312 2.616893 0.3745 -0.6790 -0.3730 -1.24
H -1.553656 -1.736334 3.852021 -0.8909 -0.4492 0.0640 0.50
C -1.004187 0.275502 3.903798 1.1895 -0.0110 0.3116 -0.08
C -2.424243 0.558022 4.351734 -0.0703 -0.0060 0.1003 -0.71
O -3.320964 -0.093258 3.499930 -0.6582 0.0163 -0.2324 -0.02
C -4.726190 0.053974 3.870883 0.1449 -0.7096 0.2115 -1.02
H -1.619971 -5.276341 3.485539 0.0071 0.5853 -0.3256 -0.02
H -2.397978 -5.209267 5.069881 0.0670 0.4681 -0.0340 0.32
H -0.746384 -5.706387 4.925972 0.3096 0.1532 0.1995 0.38
H 0.279041 -3.644276 3.256825 0.2573 -0.0146 -0.4295 -0.32
H 0.812384 -3.898636 4.948689 1.1644 0.1251 -0.3940 0.79
H 1.298184 -1.520514 4.028758 0.1969 -0.1012 0.3265 0.39
H 0.275478 -1.576354 5.517508 -0.2849 0.2371 -0.1842 0.49
H -0.592208 0.831732 3.061778 -0.7673 -0.0412 -0.5844 -0.01
H -0.298696 0.600457 4.668515 -0.2154 -0.2962 0.4867 0.47
H -2.632579 1.627918 4.348201 0.3130 0.3137 -0.0156 0.25
H -2.529305 0.231659 5.386407 -0.1019 -0.2307 0.1929 0.57
H -5.055978 -0.821700 4.429920 0.0816 -0.2725 -0.2511 0.28
H -5.291315 0.137740 2.942593 0.0023 0.0304 0.1325 0.17
H -4.974000 0.865228 4.555388 0.5370 0.4910 -0.2823 0.50
C -2.693789 9.635204 -1.369593 0.1054 -0.4704 0.1395 -0.75
O -2.003365 8.397675 -1.661290 1.0408 -1.1150 0.8771 -0.32
C -2.029621 8.056396 -3.022449 -0.3529 1.3846 0.0301 -0.63
C -1.040873 6.967869 -3.497768 0.3196 -0.8289 0.5974 -0.61
N -1.026308 5.714412 -2.582544 0.2263 0.1201 -0.5662 -0.10
H -0.554481 5.933462 -1.716804 0.4148 0.4348 0.2591 0.32
H -1.978574 5.572459 -2.277352 -0.4830 -0.5382 -0.1009 0.29
C -0.412136 4.434857 -3.194633 -0.6677 0.7704 0.5317 -1.26
C -0.216765 3.436057 -2.028934 -0.9438 1.2646 -0.7703 0.29
O -1.412626 3.523830 -1.257307 0.7194 -0.5600 -2.0247 -0.34
C -1.191786 3.630582 0.087222 -2.1910 1.3148 1.0986 -0.48
H -3.701282 9.646301 -1.785446 -0.0159 -0.0860 -0.2587 0.36
H -2.111384 10.471500 -1.756285 -0.0857 0.0860 0.1890 0.35
H -2.801999 9.636748 -0.284980 0.2378 0.3401 -0.1575 0.21
H -1.778243 8.978782 -3.546003 0.2610 -0.1482 -0.7616 0.48
H -3.099170 7.929664 -3.190066 -0.0077 -0.9877 -1.0413 0.46
H 0.020034 7.215408 -3.533868 -0.1707 0.7831 0.2001 0.45
H -1.234657 6.544954 -4.483516 -0.5903 0.4558 -0.0657 0.33
H 0.567140 4.699876 -3.593219 -0.1992 0.1113 -0.2529 0.41
H -1.122089 4.184985 -3.983073 0.2566 -0.4316 0.0437 0.47
H 0.633626 3.877649 -1.509393 0.1330 -0.4471 0.5483 0.03
H -0.030088 2.402264 -2.319652 0.2216 0.1179 -0.2781 0.33
H -0.594180 4.510593 0.325044 1.4101 -0.7928 0.3370 0.96
H -1.115623 2.642756 0.541636 0.8665 0.3290 0.5694 -0.97
H -2.126730 4.077821 0.424808 -0.5521 -0.5711 0.5935 0.34
C 4.259717 -1.187500 -10.293591 0.6984 1.1725 0.1450 -0.80
O 3.958126 0.020771 -9.449646 1.2937 -2.6175 1.2725 -0.35
C 3.308918 1.083542 -10.023577 0.5766 0.1773 -1.5323 -0.43
C 3.068893 2.187391 -8.998526 -1.5938 0.3899 1.6904 -0.75
N 3.043838 1.664658 -7.531103 -0.5530 -1.6481 -0.0386 -0.24
H 3.879615 1.164375 -7.264093 0.8480 -0.2471 -0.7095 0.35
H 3.056307 2.445213 -6.890264 -0.3269 0.4112 0.1080 0.40
C 1.901792 0.668048 -7.088301 0.8389 0.6865 -0.8408 -0.67
C 2.322461 -0.217041 -5.941730 0.8684 1.3661 1.2550 -0.46
O 2.848399 0.672526 -4.884353 -1.3094 -1.2586 -1.2026 -0.36
C 3.140842 -0.015521 -3.710088 0.5408 -0.0582 0.6517 -0.50
H 3.371445 -1.670379 -10.700893 -0.1120 0.2213 0.2441 0.35
H 4.900854 -1.868622 -9.734029 -0.6757 0.0770 0.7442 0.26
H 4.967165 -0.964260 -11.092211 -0.4520 0.7166 -0.3683 0.33
H 2.455705 0.662106 -10.555106 -0.6898 0.8012 0.1138 0.45
H 3.972556 1.533728 -10.761831 -0.1787 0.2132 -0.4388 0.41
H 2.110701 2.705247 -9.040867 -0.6200 -0.6724 -0.6122 0.39
H 3.645894 3.112026 -8.983500 1.2615 -0.7214 -0.1648 0.43
H 1.641695 -0.032743 -7.881604 0.1568 0.5716 -0.5244 0.31
H 1.068956 1.338586 -6.876493 -0.1223 -0.4102 0.2072 0.40
H 3.109336 -0.951446 -6.113658 0.1949 0.2031 -0.7568 0.31
H 1.469465 -0.828717 -5.647891 -0.3809 0.3118 0.3968 0.44
H 2.282631 -0.321628 -3.111864 -0.7785 0.6953 0.1983 0.19
H 3.810986 0.657311 -3.175017 -0.0703 -0.3390 0.4035 0.42
H 3.592848 -1.002964 -3.803555 0.7757 0.1211 -0.8062 0.11
C 3.937989 -3.921436 -5.589839 0.4730 -1.6110 -0.0953 -0.76
O 4.632421 -4.350365 -4.401350 -0.4451 -1.1685 -2.4954 -0.43
C 4.336998 -3.810838 -3.207571 0.6710 0.8848 1.3902 -0.48
C 4.008303 -4.887609 -2.164859 0.5050 0.3571 0.5144 -0.35
N 2.855702 -5.652185 -2.740614 -0.4538 0.1485 0.3486 -0.15
H 2.218080 -4.920398 -3.019949 -0.4764 0.1797 -0.2794 0.36
H 3.134940 -6.095733 -3.603974 0.6188 -0.1347 -0.5743 0.41
C 2.058216 -6.690271 -1.965284 0.5693 1.3187 0.4613 -0.98
C 1.453461 -6.008535 -0.693592 0.3541 -0.6884 0.8139 0.29
O 2.428210 -5.692206 0.329138 0.1588 -0.5439 -0.7458 -0.41
C 1.891048 -5.207297 1.553707 -0.8149 -0.6227 -0.5401 -0.24
H 4.132716 -4.740857 -6.281746 0.3239 0.2829 -0.2942 0.37
H 4.311729 -2.998587 -6.033420 -0.0702 0.1168 0.3587 0.40
H 2.855387 -4.000585 -5.490838 -0.2896 0.6671 0.4123 0.26
H 3.514920 -3.096435 -3.251468 -0.5777 0.1195 -0.0426 0.07
H 5.217362 -3.219635 -2.955507 0.0262 0.0846 0.9840 0.67
H 3.726847 -4.425791 -1.218501 -0.4932 -0.0012 -0.1526 0.02
H 4.822330 -5.543768 -1.856798 0.0454 -0.2390 -0.7109 0.42
H 2.758143 -7.524727 -1.921904 -0.2552 -0.1334 1.0953 0.38
H 1.291285 -7.007034 -2.672097 -0.3081 0.0735 0.2737 0.41
H 0.611364 -6.581453 -0.305336 0.4279 -0.8330 0.2764 0.55
H 0.876803 -5.111193 -0.917958 0.3947 0.7060 -0.7609 -0.34
H 1.164954 -5.911031 1.960701 -0.3469 -0.0624 -0.1302 0.39
H 1.404524 -4.257616 1.331210 -0.2285 0.3317 0.3034 -0.32
H 2.611908 -5.107372 2.365177 0.5918 0.0728 -0.6333 0.38
C -10.105873 1.870683 -2.541958 -2.1261 -0.2621 -0.5557 -0.78
O -8.810295 2.094933 -2.070073 2.2640 0.2560 -0.3743 -0.37
C -7.835952 1.323233 -2.820601 -2.6553 -0.8355 1.1307 -0.91
C -6.495385 1.527057 -2.200643 -0.1644 -0.1069 -0.7972 -0.36
N -6.494805 1.151879 -0.717593 0.0682 1.1727 -1.0082 -0.03
H -7.393232 1.378426 -0.315603 -0.8384 0.5669 -0.0341 0.50
H -6.514082 0.143627 -0.773839 0.5507 -0.5437 0.6330 0.40
C -5.416890 1.824641 0.114789 0.1140 -0.5008 -0.1816 -1.10
C -4.094366 1.012760 0.093028 0.4023 1.1444 0.4529 1.33
O -3.778431 0.691757 -1.228327 -0.8156 -1.2947 -1.1621 -0.29
C -2.479911 0.199295 -1.516326 -0.5399 -0.4366 -0.3198 0.07
H -10.864274 2.604970 -2.270375 0.6913 0.4792 0.8478 0.27
H -10.492774 0.931434 -2.146713 0.0667 -0.2948 -0.3477 0.34
H -10.208470 1.947788 -3.624370 0.5371 -0.5397 -0.2466 0.32
H -7.926796 1.442991 -3.900186 0.6029 0.8580 -0.0961 0.57
H -8.157449 0.284295 -2.747530 0.0803 -0.5860 0.3234 0.38
H -6.283164 2.577225 -2.401140 0.7355 -0.0847 0.7150 0.34
H -5.797263 0.794772 -2.606192 0.2267 0.7226 -0.4158 0.30
H -5.884246 1.940479 1.092674 0.5420 -0.3141 0.2630 0.49
H -5.297122 2.846263 -0.245837 -0.0205 -0.2280 -0.4159 0.12
H -4.172834 0.222010 0.839127 -0.0570 -0.8451 -0.4259 -0.27
H -3.205345 1.561456 0.403950 -0.4149 0.8472 0.8403 -0.39
H -1.804116 1.042472 -1.659303 0.3724 -0.1991 0.6080 -0.02
H -2.460663 -0.379421 -2.439808 -0.6933 0.5497 -0.5613 0.47
H -2.201307 -0.627585 -0.863057 0.5420 0.5979 0.9643 -0.41
C -4.773446 -5.221197 3.148043 -1.3997 1.1471 0.7990 -1.01
O -3.854771 -4.340114 2.487883 1.9535 -1.0137 -0.4699 -0.07
C -4.381129 -3.632940 1.434975 0.5413 1.2655 -0.6793 -1.46
C -3.242301 -2.672603 0.820309 -0.7776 -1.7115 0.4858 -0.34
N -1.993365 -3.383298 0.319904 -1.1170 0.1030 -1.4125 2.01
H -1.313545 -2.642776 0.417716 0.6486 -0.2991 -0.2947 -0.15
H -1.802589 -4.074828 1.030873 0.3181 -1.0494 0.3459 0.11
C -1.819726 -4.071879 -1.050969 0.7202 0.3548 0.5006 -0.44
C -2.056921 -5.570702 -0.911370 0.0755 -0.1415 0.8920 -1.04
O -1.596666 -5.983134 0.407599 -0.1378 0.5989 -1.1807 -0.03
C -2.106556 -7.286882 0.734964 -1.6253 -0.0448 -0.2645 -1.13
H -5.264272 -4.508929 3.811263 -0.4837 -0.5782 0.5477 0.35
H -4.348338 -6.032808 3.738531 0.6232 0.3188 -0.3644 0.30
H -5.563420 -5.634493 2.520968 0.3062 -0.0360 -0.4929 0.38
H -5.178552 -2.985798 1.800237 -0.1768 0.5247 -0.0680 0.68
H -4.869006 -4.272439 0.699369 0.2747 -0.1414 -0.4448 0.60
H -2.737290 -2.135215 1.622980 -0.9622 0.5228 0.3197 0.15
H -3.590590 -2.006709 0.030762 -0.1849 -0.1217 0.1868 0.28
H -0.799959 -3.831919 -1.351972 0.3678 -0.2637 0.5093 0.17
H -2.341832 -3.610120 -1.888993 -0.9261 0.0173 0.5553 0.44
H -1.537186 -6.124886 -1.692935 0.2163 0.0620 -0.1027 0.50
H -3.113920 -5.769236 -1.088689 -0.1968 -0.2406 0.4804 0.65
H -3.190483 -7.219428 0.641868 -0.2656 -0.0840 0.0324 0.39
H -1.956233 -7.563063 1.778621 0.7537 0.1666 -0.2560 0.31
H -1.833820 -8.045346 0.001179 0.6020 -0.0585 0.2683 0.38
```
Forces are in eV/Å.

Computed properties:
multiplicity: 2
net charge: +8
Kohn-Sham gap (spin up / spin down): 7.24 / 2.78 eV
⟨S²⟩: 0.75